Below is the molecule C20H23NO3, with properties calculated with ωB97M-V with the def2-TZVPD basis set.

Positions of all 47 atoms, in Å:
1 C 4.4347 2.2200 -0.4852
2 C 4.2471 1.0598 0.4641
3 O 4.8786 0.9790 1.4958
4 C 3.2542 0.0288 0.0849
5 C 2.4755 0.0921 -1.0683
6 C 1.5408 -0.8844 -1.3528
7 C 1.3691 -1.9663 -0.4911
8 C 2.1656 -2.0487 0.6568
9 C 3.0849 -1.0673 0.9374
10 H 3.6935 -1.1191 1.8277
11 H 2.0359 -2.8978 1.3097
12 O 0.4945 -2.9860 -0.6736
13 C -0.5802 -2.8349 -1.5825
14 C -1.6125 -1.8327 -1.0599
15 H -1.1235 -0.8685 -0.8977
16 H -2.3917 -1.6864 -1.8073
17 C -2.2257 -2.3281 0.2559
18 C -2.8174 -1.1585 1.0236
19 O -3.9827 -0.8337 0.9546
20 N -1.9128 -0.5109 1.7944
21 H -0.9441 -0.7881 1.7604
22 C -2.2238 0.7168 2.4870
23 H -1.9857 0.6112 3.5508
24 H -3.3006 0.8593 2.3762
25 C -1.4549 1.9073 1.8968
26 C -1.6403 1.9838 0.4061
27 C -0.5606 1.8133 -0.4497
28 C -0.7352 1.8549 -1.8229
29 C -1.9962 2.0515 -2.3565
30 C -3.0793 2.2202 -1.5100
31 C -2.9015 2.1926 -0.1395
32 H -3.7510 2.3276 0.5123
33 H -4.0662 2.3743 -1.9197
34 H -2.1343 2.0763 -3.4275
35 H 0.1157 1.7320 -2.4775
36 H 0.4269 1.6479 -0.0391
37 H -1.8194 2.8219 2.3694
38 H -0.3921 1.8046 2.1293
39 H -3.0152 -3.0506 0.0504
40 H -1.4516 -2.8103 0.8558
41 H -1.0211 -3.8326 -1.6494
42 H -0.2210 -2.5469 -2.5768
43 H 0.9515 -0.7965 -2.2518
44 H 2.5872 0.9124 -1.7601
45 H 4.7497 1.8587 -1.4616
46 H 5.1951 2.8864 -0.0865
47 H 3.5021 2.7689 -0.5986

Results
SMILES string: CC(=O)c1ccc(OCCCC(=O)NCCc2ccccc2)cc1
HOMO in eV: -9.01
Frontier orbital gap in eV: 9.353
E in a.u.: -1056.4224

=====

Below is the molecule C20H23NO6, with properties calculated with ωB97M-V with the def2-TZVPD basis set.

Positions of all 50 atoms, in Å:
1 C 3.0912 0.8676 -2.2805
2 O 2.1642 0.0592 -2.9725
3 C 0.9950 -0.2493 -2.2557
4 C 1.1772 -1.3876 -1.2354
5 N 1.5130 -0.9600 0.1186
6 C 2.2898 -1.9718 0.8251
7 H 1.9385 -2.9939 0.6169
8 C 3.7751 -1.8650 0.4467
9 O 4.2991 -0.5786 0.6786
10 C 4.6600 -0.3112 2.0128
11 H 5.4213 -1.0184 2.3631
12 H 3.8027 -0.3493 2.6928
13 H 5.0681 0.6968 2.0160
14 H 4.3452 -2.6254 0.9982
15 H 3.9074 -2.0405 -0.6238
16 H 2.1956 -1.8023 1.9004
17 C 0.3352 -0.5074 0.8534
18 C -0.0033 0.9356 0.5772
19 C -1.3051 1.3460 0.3586
20 C -1.6539 2.6901 0.1761
21 C -0.6734 3.6739 0.2221
22 C 0.6313 3.2898 0.4332
23 C 0.9783 1.9415 0.6033
24 O 2.2729 1.6524 0.7930
25 H 2.4305 0.6949 0.6481
26 H 1.4279 4.0154 0.4716
27 H -0.9420 4.7093 0.0879
28 C -3.0974 2.7298 -0.0251
29 O -3.8432 3.6691 -0.2201
30 C -3.4885 1.2984 0.0662
31 C -4.7455 0.8283 -0.0568
32 C -5.1497 -0.5352 0.0297
33 C -4.4411 -1.6993 0.2495
34 C -5.3823 -2.7452 0.2305
35 C -6.5930 -2.1558 0.0023
36 O -6.4644 -0.8314 -0.1193
37 H -7.5798 -2.5655 -0.0897
38 H -5.1926 -3.7902 0.3667
39 H -3.3853 -1.7727 0.4035
40 H -5.5187 1.5608 -0.2380
41 O -2.3866 0.5134 0.2981
42 H 0.5357 -0.5987 1.9276
43 H -0.5481 -1.1246 0.6289
44 H 0.2545 -1.9913 -1.2186
45 H 1.9820 -2.0202 -1.6142
46 H 0.2840 -0.5826 -3.0170
47 H 0.5911 0.6474 -1.7701
48 H 3.8839 1.0887 -2.9931
49 H 2.6262 1.8048 -1.9550
50 H 3.5170 0.3597 -1.4116

Results
SMILES string: COCCN(CCOC)Cc1c(O)ccc2c1O/C(=C\c1ccco1)C2=O
HOMO in eV: -8.02
Frontier orbital gap in eV: 7.549
E in a.u.: -1282.0441

=====

Below is a structure of composition C20H24AuBrN8O3, with properties calculated with ωB97M-V with the def2-TZVPD basis set.

Positions of all 57 atoms, in Å:
1 Au -1.0726 -0.0768 -1.8320
2 O 3.3024 0.0671 -3.1072
3 C 3.8438 -0.8012 -2.2162
4 C 5.2063 -1.0599 -2.3476
5 C 5.8476 -1.9255 -1.4861
6 C 5.1438 -2.5524 -0.4620
7 C 3.7919 -2.3053 -0.3359
8 C 3.1272 -1.4252 -1.1932
9 C 1.6347 -1.2175 -0.9576
10 O 1.0437 -0.4578 -1.9107
11 N 1.4893 -0.5932 0.4070
12 N 0.5412 0.2247 0.6669
13 C 0.3177 0.5580 1.9290
14 C -0.6963 1.4605 2.2786
15 Br -1.5345 2.4080 0.8876
16 C -1.0902 1.5491 3.6026
17 C -2.1045 2.3328 4.2260
18 C -2.7316 1.7769 5.3618
19 C -3.7567 2.4463 5.9912
20 C -4.1484 3.6989 5.5267
21 C -3.5048 4.2869 4.4398
22 C -2.4912 3.6173 3.7904
23 H 2.3408 0.0820 -2.9715
24 H 5.7381 -0.5733 -3.1543
25 H 6.9009 -2.1304 -1.6211
26 H 5.6413 -3.2285 0.2186
27 H 3.2369 -2.8242 0.4419
28 H 1.1687 -2.2100 -0.8560
29 H 2.0072 -1.0382 1.1674
30 H 0.9214 0.1347 2.7328
31 H -0.5861 0.8432 4.2583
32 H -2.4247 0.7996 5.7134
33 H -4.2477 2.0068 6.8481
34 H -4.9479 4.2299 6.0262
35 H -3.7921 5.2755 4.1101
36 H -1.9512 4.1063 2.9939
37 N -3.9238 -5.8547 -1.6147
38 C -2.8885 -5.0273 -1.6753
39 N -1.7362 -5.4491 -2.2040
40 N -3.0647 -3.8066 -1.1815
41 C -2.2541 -2.8327 -1.1908
42 N -1.5779 -1.8834 -1.1062
43 H -3.8879 -6.7937 -1.9722
44 H -4.7834 -5.5269 -1.2069
45 H -1.6380 -6.3725 -2.5912
46 H -0.9577 -4.8204 -2.2944
47 C 1.2811 2.8939 -1.4652
48 N 0.9086 2.9340 -2.8739
49 C -0.2299 2.4695 -3.3875
50 N -0.5334 2.7723 -4.6569
51 O -1.0642 1.7597 -2.7375
52 H 2.3505 2.7103 -1.3901
53 H 0.7518 2.0935 -0.9685
54 H 1.0396 3.8400 -0.9799
55 H 1.5057 3.4705 -3.4834
56 H -0.0482 3.4900 -5.1675
57 H -1.4139 2.4487 -5.0190

Results
Charge: +2
<S²>: 2.065
HOMO (alpha / beta) in eV: -12.86 / -12.85
Frontier orbital gap (alpha / beta) in eV: 6.999 / 4.895
E in a.u.: -4149.4180
Multiplicity: 3

=====

Below is a structure of composition C20H24BrCl3N5OSSiTeTi, with properties calculated with ωB97M-V with the def2-TZVPD basis set.

Positions of all 58 atoms, in Å:
1 Ti 0.0424 0.1137 0.8904
2 Te 2.4933 0.3492 0.8133
3 C -2.5076 5.9678 2.1724
4 N -1.7618 5.0551 1.3209
5 N -1.4873 3.7608 1.6811
6 C -0.8517 3.1511 0.6476
7 O -0.4956 1.9322 0.7489
8 C -0.7270 4.0874 -0.3865
9 C -1.3119 5.2511 0.0730
10 C -1.4929 6.5607 -0.6098
11 C -1.7506 3.1991 2.9702
12 C -0.8596 3.4397 4.0057
13 C -1.1051 2.8637 5.2427
14 C -2.2212 2.0579 5.4212
15 C -3.0993 1.8222 4.3728
16 C -2.8688 2.3982 3.1316
17 H -2.8135 5.4309 3.0652
18 H -3.3929 6.3179 1.6455
19 H -1.8804 6.8108 2.4571
20 H -0.2771 3.9102 -1.3463
21 H -1.0336 6.5284 -1.5937
22 H -1.0324 7.3678 -0.0389
23 H -2.5519 6.7918 -0.7336
24 H 0.0044 4.0702 3.8345
25 H -0.4228 3.0322 6.0650
26 H -2.4047 1.6051 6.3864
27 H -3.9611 1.1855 4.5191
28 H -3.5296 2.2168 2.2937
29 Cl -2.6538 -0.7607 1.5588
30 Si -2.1633 -0.1459 -0.4701
31 Cl -3.4881 1.4231 -0.8330
32 Cl -2.8790 -1.6740 -1.6547
33 Br 0.8101 -0.5951 -2.3351
34 C 0.5125 -2.0913 -1.2506
35 C 0.6495 -3.3498 -1.8161
36 C 0.3936 -4.4562 -1.0328
37 C 0.0041 -4.2718 0.2867
38 C -0.1019 -2.9897 0.7719
39 N 0.1575 -1.8990 0.0227
40 H 0.9413 -3.4360 -2.8518
41 H 0.4877 -5.4489 -1.4516
42 H -0.2222 -5.1039 0.9372
43 H -0.4063 -2.7866 1.7890
44 C 2.4742 -2.3908 3.4269
45 N 2.5302 -1.0513 3.9724
46 C 3.8552 -0.4645 4.2030
47 C 3.5367 1.0161 4.4579
48 N 2.1014 1.0963 4.1481
49 C 1.6867 -0.0809 3.6258
50 S 0.0262 -0.3455 3.2214
51 H 2.8165 -2.3826 2.3864
52 H 1.4564 -2.7688 3.4730
53 H 3.1159 -3.0361 4.0229
54 H 4.4560 -0.5942 3.2980
55 H 4.3535 -0.9580 5.0348
56 H 4.1135 1.6607 3.7954
57 H 3.7128 1.3166 5.4889
58 H 1.7688 1.9146 3.6602

Results
Charge: +1
HOMO in eV: -9.76
Frontier orbital gap in eV: 6.911
E in a.u.: -6885.3354